(1)
Molecular formula: H22O11
Method: DFT, wB97M-V/def2-TZVPD

The geometry in XYZ format:
```
33
Properties=species:S:1:pos:R:3:forces:R:3:lowdin_charge:R:1
O -17.20000 -7.09900 -7.95800 -0.67 -1.30 -1.49 -0.077
H -17.62800 -7.95200 -7.75700 0.16 0.51 0.44 0.077
H -17.62300 -6.91600 -8.82100 0.27 0.34 0.41 0.108
O -15.42200 -5.48500 -3.84200 0.04 1.25 1.88 -0.068
H -15.62200 -6.32200 -4.22600 -0.36 -0.92 -0.56 -0.055
H -15.74200 -5.55500 -2.91200 0.47 0.13 -1.12 0.057
O -14.87500 -5.89100 -9.12600 1.21 0.59 0.34 -0.021
H -15.54300 -6.48000 -8.82700 -0.89 -0.73 0.50 -0.040
H -15.07900 -5.67800 -10.02400 -0.16 0.21 -0.83 0.028
O -18.04700 -4.75200 -7.09400 -0.03 1.50 -0.02 -0.053
H -17.82900 -5.62600 -7.37900 -0.01 -0.77 0.21 -0.064
H -17.26300 -4.24300 -7.33500 -0.14 0.11 0.17 0.041
O -12.93500 -9.51900 -7.10500 1.31 -0.05 -0.06 -0.041
H -13.84900 -9.63600 -6.89600 -0.98 0.17 0.04 -0.045
H -12.67800 -8.65200 -6.77400 -0.11 0.02 -0.12 0.051
O -15.69800 -9.41500 -7.38900 0.43 -0.13 1.85 0.000
H -16.49700 -9.91000 -7.34900 -0.96 -0.84 0.13 0.061
H -15.58600 -9.19800 -8.28400 0.50 0.53 -2.03 0.045
O -18.87200 -7.02900 -5.46400 -0.37 -0.52 -0.11 -0.060
H -19.26000 -7.73500 -4.93800 -0.28 0.10 0.05 0.034
H -17.92700 -7.21100 -5.36000 -0.05 0.31 0.28 -0.027
O -13.77800 -8.36500 -2.24300 -0.10 0.90 -1.39 -0.054
H -14.17000 -8.71800 -3.07300 0.16 0.42 1.54 -0.019
H -13.82300 -9.07600 -1.63000 -0.13 -0.97 0.77 0.015
O -14.41000 -9.62800 -4.45100 -0.44 0.08 -0.45 -0.047
H -13.47500 -9.43200 -4.52900 0.46 -0.06 -0.23 0.080
H -14.55400 -10.40600 -4.98300 0.04 -0.58 -0.16 0.076
O -16.18900 -10.93700 -2.59100 -0.07 -1.22 1.01 -0.033
H -16.20600 -10.27200 -3.25000 -0.09 1.09 -0.82 -0.021
H -17.10100 -11.09500 -2.32200 0.13 0.11 -0.07 0.047
O -16.27600 -7.61100 -5.25200 -1.26 1.49 0.63 -0.007
H -16.22700 -7.49100 -6.18200 0.33 0.42 -1.41 0.019
H -15.78700 -8.37500 -5.09400 1.60 -2.20 0.61 -0.007
```
Forces are in eV/Å.

Results
ΔE to the lowest compared entry with this formula, charge and spin   248.7 kJ/mol
E_HOMO   -10.252 eV
F_max   2.78 eV/Å
Calculated total energy   -840.78540 hartree
Frontier orbital gap   9.5 eV
Total charge   0

---

(2)
Molecular formula: H23O12
Method: DFT, wB97M-V/def2-TZVPD

The geometry in XYZ format:
```
35
Properties=species:S:1:pos:R:3:forces:R:3:lowdin_charge:R:1
O -0.82433 1.09010 -0.26137 1.51 -0.70 -0.44 -0.262
H 1.38350 -3.49899 -3.31908 -0.72 -1.06 -0.54 0.045
H -1.41536 -1.06287 0.64533 -2.43 1.11 -0.56 -0.021
O 1.38996 0.75386 0.89077 6.23 4.66 -1.44 -0.009
H 0.85242 0.19652 1.25711 -4.84 -5.73 4.23 -0.053
H 0.75064 1.09053 0.31318 -1.57 1.42 -2.17 -0.027
O -2.90099 2.22481 1.66719 -0.64 -0.59 -0.17 -0.145
H -3.42609 2.23608 0.82421 1.26 0.10 1.26 0.042
O -0.56400 -1.34901 0.79914 3.14 -2.22 1.59 -0.086
H -1.11274 2.38883 -0.43573 0.18 1.22 1.77 -0.005
H -0.10434 -1.44894 -0.10218 -0.66 0.25 0.40 -0.007
O 0.82245 -3.05639 -2.67397 -0.99 -2.46 -1.37 -0.034
H 2.88961 -0.25384 1.33994 0.36 -1.20 -0.49 0.026
H 1.98684 3.16886 -0.42942 1.91 0.46 1.34 0.051
O -4.00594 -1.18679 1.34648 -4.86 -0.85 -2.08 0.039
H -0.26477 -1.10400 -2.12820 1.44 0.60 1.81 0.095
H 2.11661 1.11020 -3.88326 -1.11 -3.34 -1.76 0.128
O -1.21321 3.27717 0.17304 0.48 1.32 -1.36 -0.192
H -0.39033 3.22602 0.66218 0.31 0.31 0.04 0.002
H -3.16192 -0.94185 1.33100 5.51 2.23 -0.70 -0.065
O -0.87336 -2.67554 3.14651 -0.24 -1.01 -2.28 -0.169
H -0.29796 -2.34434 2.35321 -1.95 -0.61 1.58 0.037
H -1.56048 -3.28568 2.70269 1.84 1.55 0.91 0.056
O 3.14920 -1.20299 1.21008 -1.08 0.25 0.54 -0.105
H 2.26948 -1.65329 1.24161 1.15 0.50 -0.15 0.034
H 2.03970 2.44723 0.88418 2.78 2.03 -1.23 0.075
O 0.32935 -0.87527 -1.33521 -0.84 1.23 -2.31 -0.171
H -1.41373 0.73598 -0.87527 -1.97 -0.92 -1.40 -0.004
H 3.07886 0.24859 -3.67197 0.80 -1.84 -0.11 0.016
O 2.27343 0.07807 -4.19012 0.31 5.11 1.90 -0.134
H 0.01936 0.11275 -0.91457 0.09 -1.64 -0.95 0.050
H -4.01517 -1.52833 2.19357 -0.78 -1.29 2.91 0.006
O 2.66550 3.14435 0.33709 -4.45 -2.33 -0.10 -0.179
H -1.94455 2.37798 1.41254 -1.84 0.09 -0.39 -0.003
H 1.47236 -2.43979 -2.51073 1.68 3.31 1.76 -0.028
```
Forces are in eV/Å.

Results
ΔE to the lowest compared entry with this formula, charge and spin   627.2 kJ/mol
E_HOMO   -6.415 eV
F_max   8.61 eV/Å
Calculated total energy   -916.58350 hartree
Frontier orbital gap   8.9 eV
Total charge   -1

---

(3)
Molecular formula: H23O12
Method: DFT, wB97M-V/def2-TZVPD

The geometry in XYZ format:
```
35
Properties=species:S:1:pos:R:3:forces:R:3:lowdin_charge:R:1
O -3.55024 -1.80298 0.41245 1.72 2.41 1.49 -0.101
H 3.28089 1.49816 -2.15944 0.79 -2.81 0.12 0.080
H -1.06597 1.68713 0.23029 -1.00 -3.53 -0.44 0.092
O 1.68638 0.21973 -0.10188 -4.08 2.62 0.57 -0.118
H 0.71125 0.03670 -0.47359 3.31 -0.22 1.00 0.079
H 2.32978 -0.40153 -0.26077 1.61 -2.53 -1.19 -0.026
O -1.67459 -0.44791 1.88325 -1.24 -3.38 -4.54 -0.246
H -1.40563 0.05056 2.56226 1.46 3.11 3.78 -0.043
O -1.02377 0.70798 -0.15396 0.54 1.83 1.30 -0.277
H 0.12810 2.38538 -1.90351 -2.01 -0.61 -2.37 -0.010
H -1.05225 -0.12909 0.72006 -1.13 3.05 0.47 0.068
O 3.79344 0.59255 -2.12964 -0.34 3.46 0.08 -0.117
H 1.89086 -3.56518 -1.56541 0.10 -0.28 0.83 0.035
H -0.19032 4.57051 0.78439 0.20 1.22 0.97 0.069
O -1.11658 -2.83791 2.37603 -3.93 -1.25 -1.52 -0.067
H -4.09167 -0.92827 -0.80665 -1.41 0.85 -2.49 0.028
H 2.38573 2.94636 -0.66080 -3.18 -0.15 -2.49 -0.091
O 0.60105 2.44233 -1.12892 1.07 -0.37 4.91 -0.131
H 0.20160 1.73503 -0.37107 1.44 1.70 -3.68 0.070
H -0.29856 -2.72676 2.71302 4.21 0.31 1.87 -0.048
O 0.04120 -1.80602 -0.23758 -0.48 -0.49 0.03 -0.069
H -0.90731 -1.63463 -0.14335 0.06 -0.48 -0.49 0.026
H 0.29705 -1.81599 0.69240 0.07 -0.03 0.02 0.034
O 2.17022 -4.04053 -0.75517 -1.07 1.77 1.43 -0.123
H 1.75285 -3.47820 0.00297 0.94 -1.54 -2.33 0.063
H 0.65384 3.65848 1.08300 3.33 -9.05 -3.40 -0.131
O -4.58516 -0.50722 -1.65957 1.10 -0.96 2.10 -0.165
H -3.12935 -2.65587 0.46873 0.27 -0.47 0.04 0.039
H 3.12696 1.89846 0.20094 -0.79 3.26 -0.89 0.089
O 3.03482 2.92146 -0.03236 3.93 -3.09 3.50 -0.091
H -3.99627 0.18952 -1.95428 0.14 0.08 0.01 -0.010
H -1.45593 -1.90830 2.28704 -0.03 0.23 -0.05 -0.041
O 0.50927 4.39928 1.45912 -3.43 7.90 2.35 0.011
H -2.89263 -1.12926 0.92996 -1.85 -1.80 -0.82 0.083
H 4.63869 0.99063 -1.83040 -0.33 -0.75 -0.19 0.037
```
Forces are in eV/Å.

Results
ΔE to the lowest compared entry with this formula, charge and spin   558.3 kJ/mol
E_HOMO   -7.019 eV
F_max   10.22 eV/Å
Calculated total energy   -916.60978 hartree
Frontier orbital gap   9.7 eV
Total charge   -1

---

(4)
Molecular formula: H23O12
Method: DFT, wB97M-V/def2-TZVPD

The geometry in XYZ format:
```
35
Properties=species:S:1:pos:R:3:forces:R:3:lowdin_charge:R:1
O 0.20199 -1.61465 -0.85851 -1.16 1.57 0.50 -0.316
H 2.26809 2.97908 -1.97108 3.92 0.34 0.60 -0.006
H 0.62221 -0.83214 0.39748 1.70 0.65 1.24 0.018
O -0.92697 1.37254 0.18761 2.90 -2.38 -3.84 -0.202
H -0.18564 0.70912 0.44592 -1.59 1.69 0.66 -0.001
H -0.64549 1.22292 -0.89651 -1.29 1.10 3.87 0.098
O -0.94748 -4.32350 1.07658 0.43 -1.82 -0.21 -0.054
H -0.60164 -3.59375 0.56132 -0.53 0.91 0.41 0.003
O 1.04405 -0.28474 1.22397 1.54 0.74 -0.77 -0.188
H -1.91785 -1.51861 -1.39774 -0.92 -1.51 0.96 0.062
H 2.00547 0.09362 1.07680 -3.31 -1.39 -0.37 0.101
O 1.41100 3.27294 -2.06930 -0.82 4.13 -0.07 -0.002
H 0.04769 2.77896 1.55145 0.06 -3.32 -2.58 -0.048
H -3.39050 -0.64114 0.08364 1.36 -1.65 -0.99 -0.057
O 2.21667 -2.60427 0.43713 2.04 -0.51 -0.59 -0.095
H 0.31266 0.59693 -2.81159 -1.33 -0.30 -1.80 -0.002
H -2.37557 2.24360 -1.58724 1.61 0.38 -1.27 0.077
O -2.70649 -2.09992 -1.15787 0.39 1.64 -1.44 -0.078
H -2.53340 -2.56257 -0.35184 0.76 -0.37 0.56 -0.001
H 1.66388 -2.95500 1.13278 -0.59 0.54 -0.18 0.023
O 3.63230 -0.18839 3.35491 -2.00 -1.16 -0.60 -0.052
H 2.99644 -0.47079 2.64603 0.13 -0.25 1.42 0.027
H 4.20504 0.27080 2.78604 1.82 1.25 -0.72 -0.006
O 0.05758 3.57843 1.96192 -4.27 -1.84 6.35 0.054
H 0.49381 4.21604 1.59560 4.08 5.20 -3.88 -0.069
H -3.71341 0.26739 1.23204 0.06 0.14 -0.30 0.037
O 0.78293 0.58501 -2.01636 0.99 -1.00 2.97 -0.169
H 0.77033 -2.12151 -1.41129 0.41 -0.83 -0.80 -0.003
H -1.10363 3.11051 -1.48809 -0.74 -1.20 -1.51 0.065
O -1.58453 2.52217 -2.16138 -1.06 0.99 2.45 -0.134
H 0.50386 -0.32079 -1.40255 0.22 0.75 -1.74 0.031
H 1.79905 -1.92070 -0.12599 -0.33 -0.97 1.23 -0.015
O -3.96548 0.04312 0.32737 -1.61 1.71 1.15 -0.052
H -1.59363 -4.22361 1.77609 0.19 1.13 -0.33 0.034
H 1.15667 2.41290 -2.14733 -3.09 -4.34 -0.37 -0.080
```
Forces are in eV/Å.

Results
ΔE to the lowest compared entry with this formula, charge and spin   462.1 kJ/mol
E_HOMO   -7.168 eV
F_max   7.87 eV/Å
Calculated total energy   -916.64642 hartree
Frontier orbital gap   10.0 eV
Total charge   -1